27
Properties=species:S:1:pos:R:3 method="wB97M-V/def2-TZVPD" gap_ev=8.65 smiles=Cc1c[nH]c2ccccc12.CC e_above_lowest_kj_mol=301.0
C -0.753 -2.492 -1.140
C -0.679 -1.023 -0.901
C 0.247 -0.062 -1.396
N -0.077 1.178 -0.754
C -1.226 0.908 0.060
C -2.053 2.029 0.588
C -3.236 1.678 1.180
C -3.741 0.406 1.290
C -2.893 -0.696 0.715
C -1.624 -0.395 0.083
H -0.989 -2.684 -2.086
H -1.762 -2.769 -0.674
H 0.057 -3.074 -0.606
H 1.194 -0.084 -1.880
H 0.056 1.998 -1.208
H -1.666 2.950 0.280
H -3.771 2.461 1.701
H -4.812 0.363 1.450
H -3.313 -1.804 0.776
C 3.964 -0.146 -0.445
C 3.709 0.325 1.079
H 4.283 0.742 -1.056
H 4.832 -0.834 -0.518
H 3.061 -0.570 -0.891
H 2.858 0.951 1.122
H 4.619 1.019 1.424
H 3.717 -0.375 1.807

27
Properties=species:S:1:pos:R:3 method="wB97M-V/def2-TZVPD" gap_ev=8.90 smiles=Cc1c[nH]c2ccccc12.CC e_above_lowest_kj_mol=75.6
C -2.604 -0.780 -2.354
C -2.098 0.060 -1.222
C -2.809 0.479 -0.146
N -1.982 1.184 0.753
C -0.711 1.214 0.214
C 0.522 1.600 0.782
C 1.657 1.207 0.098
C 1.617 0.525 -1.106
C 0.424 0.231 -1.719
C -0.743 0.508 -1.001
H -2.075 -1.737 -2.336
H -2.460 -0.272 -3.304
H -3.632 -1.065 -2.152
H -3.866 0.601 0.034
H -2.399 1.925 1.281
H 0.633 2.323 1.579
H 2.615 1.411 0.564
H 2.575 0.215 -1.508
H 0.420 -0.299 -2.662
C 2.956 -1.582 2.206
C 2.609 -3.093 2.449
H 3.358 -1.629 1.200
H 2.133 -0.898 2.373
H 3.777 -1.323 2.874
H 2.391 -3.510 1.462
H 3.541 -3.580 2.719
H 1.852 -3.431 3.152

27
Properties=species:S:1:pos:R:3 method="wB97M-V/def2-TZVPD" gap_ev=8.69 smiles=Cc1c[nH]c2ccccc12.CC e_above_lowest_kj_mol=111.9
C -2.155 2.999 0.738
C -1.418 1.737 0.613
C -1.970 0.521 0.566
N -1.017 -0.459 0.565
C 0.252 0.182 0.641
C 1.505 -0.444 0.547
C 2.559 0.467 0.621
C 2.357 1.824 0.788
C 1.111 2.444 0.817
C -0.007 1.611 0.764
H -2.670 3.157 1.711
H -3.065 3.013 0.060
H -1.806 3.892 0.256
H -3.019 0.241 0.655
H -1.242 -1.415 0.760
H 1.677 -1.495 0.465
H 3.575 0.101 0.576
H 3.233 2.457 0.851
H 1.061 3.509 1.035
C -0.082 -2.575 -2.170
C 0.351 -3.606 -1.079
H 0.252 -2.694 -3.189
H -1.161 -2.431 -2.109
H 0.260 -1.581 -1.863
H 0.771 -3.029 -0.257
H 1.172 -4.197 -1.459
H -0.524 -4.228 -0.904

Copy entry 1 word for word.
27
Properties=species:S:1:pos:R:3 method="wB97M-V/def2-TZVPD" gap_ev=8.65 smiles=Cc1c[nH]c2ccccc12.CC e_above_lowest_kj_mol=301.0
C -0.753 -2.492 -1.140
C -0.679 -1.023 -0.901
C 0.247 -0.062 -1.396
N -0.077 1.178 -0.754
C -1.226 0.908 0.060
C -2.053 2.029 0.588
C -3.236 1.678 1.180
C -3.741 0.406 1.290
C -2.893 -0.696 0.715
C -1.624 -0.395 0.083
H -0.989 -2.684 -2.086
H -1.762 -2.769 -0.674
H 0.057 -3.074 -0.606
H 1.194 -0.084 -1.880
H 0.056 1.998 -1.208
H -1.666 2.950 0.280
H -3.771 2.461 1.701
H -4.812 0.363 1.450
H -3.313 -1.804 0.776
C 3.964 -0.146 -0.445
C 3.709 0.325 1.079
H 4.283 0.742 -1.056
H 4.832 -0.834 -0.518
H 3.061 -0.570 -0.891
H 2.858 0.951 1.122
H 4.619 1.019 1.424
H 3.717 -0.375 1.807